{
  "formula": "C24H45BrO19P2",
  "method": "wB97M-V/def2-TZVPD",
  "gap_ev": 8.326,
  "homo_ev": -7.8,
  "lumo_ev": 0.49,
  "largest_force_ev_per_a": 2.21,
  "smiles": "OP(Br)[PH3]c1ccccc1.COC(=O)OC.COC(=O)OC.COC(=O)OC.COC(=O)OC.COC(=O)OC.COC(=O)OC",
  "elements": ["O", "P", "Br", "P", "C", "C", "C", "C", "C", "C", "H", "H", "H", "H", "H", "H", "H", "H", "H", "C", "O", "C", "O", "O", "C", "H", "H", "H", "H", "H", "H", "C", "O", "C", "O", "O", "C", "H", "H", "H", "H", "H", "H", "C", "O", "C", "O", "O", "C", "H", "H", "H", "H", "H", "H", "C", "O", "C", "O", "O", "C", "H", "H", "H", "H", "H", "H", "C", "O", "C", "O", "O", "C", "H", "H", "H", "H", "H", "H", "C", "O", "C", "O", "O", "C", "H", "H", "H", "H", "H", "H"],
  "positions_angstrom": [[-0.838, 1.504, -4.633], [-1.327, 1.412, -3.068], [0.542, 0.707, -1.990], [-1.377, 3.644, -2.424], [-1.210, 5.422, -1.802], [-1.048, 6.476, -2.678], [-0.671, 7.724, -2.197], [-0.513, 7.933, -0.838], [-0.773, 6.876, 0.018], [-1.118, 5.614, -0.429], [-0.816, 0.622, -5.022], [-2.155, 3.241, -1.311], [0.048, 3.547, -2.256], [-1.793, 4.034, -3.732], [-1.152, 6.346, -3.751], [-0.445, 8.515, -2.904], [-0.195, 8.894, -0.457], [-0.653, 7.026, 1.088], [-1.245, 4.803, 0.279], [2.412, 9.506, 5.469], [1.434, 9.043, 4.532], [0.658, 8.062, 4.998], [0.723, 7.566, 6.090], [-0.200, 7.731, 4.033], [-1.103, 6.681, 4.386], [2.973, 10.291, 4.970], [1.930, 9.916, 6.354], [3.090, 8.701, 5.747], [-1.725, 6.971, 5.230], [-0.558, 5.767, 4.618], [-1.736, 6.506, 3.520], [-0.752, -6.143, -0.034], [0.474, -5.490, -0.388], [0.344, -4.540, -1.312], [-0.683, -4.213, -1.848], [1.547, -4.017, -1.543], [1.555, -2.972, -2.522], [-0.506, -6.889, 0.716], [-1.458, -5.430, 0.387], [-1.187, -6.641, -0.898], [0.936, -2.137, -2.203], [1.212, -3.346, -3.486], [2.586, -2.642, -2.615], [-2.637, -11.207, -1.545], [-3.624, -11.147, -0.512], [-3.536, -10.072, 0.267], [-2.720, -9.193, 0.166], [-4.506, -10.134, 1.177], [-4.531, -9.032, 2.086], [-2.825, -12.124, -2.096], [-2.732, -10.355, -2.216], [-1.636, -11.240, -1.118], [-4.695, -8.098, 1.553], [-3.604, -8.982, 2.655], [-5.361, -9.211, 2.763], [5.881, 12.515, -0.297], [5.731, 11.330, 0.488], [4.475, 11.073, 0.856], [3.511, 11.740, 0.584], [4.474, 9.952, 1.575], [3.181, 9.555, 2.040], [6.939, 12.601, -0.523], [5.318, 12.435, -1.224], [5.558, 13.391, 0.264], [2.514, 9.361, 1.202], [2.756, 10.316, 2.688], [3.316, 8.638, 2.605], [1.654, -7.186, 6.294], [1.020, -6.337, 5.336], [1.767, -6.075, 4.260], [2.879, -6.488, 4.060], [1.068, -5.282, 3.453], [1.749, -4.917, 2.246], [0.945, -7.315, 7.107], [1.884, -8.155, 5.857], [2.562, -6.723, 6.677], [1.979, -5.797, 1.653], [2.660, -4.364, 2.474], [1.077, -4.277, 1.688], [-0.782, -6.142, -4.148], [-1.092, -5.912, -5.528], [-2.306, -6.318, -5.890], [-3.119, -6.845, -5.177], [-2.469, -6.041, -7.185], [-3.740, -6.428, -7.710], [0.226, -5.770, -3.991], [-1.466, -5.602, -3.505], [-0.810, -7.209, -3.926], [-4.544, -5.902, -7.198], [-3.881, -7.504, -7.623], [-3.737, -6.148, -8.760]],
  "lowdin_charge": [-0.474, 0.267, 0.162, 0.614, -0.436, -0.123, -0.088, -0.085, -0.094, -0.122, 0.029, -0.017, -0.024, -0.008, 0.095, 0.104, 0.102, 0.092, 0.095, -0.036, -0.021, -0.619, 0.134, -0.003, -0.038, 0.086, 0.101, 0.103, 0.099, 0.100, 0.086, -0.020, -0.030, -0.629, 0.110, 0.006, -0.042, 0.096, 0.105, 0.092, 0.026, 0.093, 0.097, -0.036, 0.009, -0.623, 0.115, 0.008, -0.038, 0.093, 0.097, 0.097, 0.097, 0.097, 0.093, -0.041, 0.004, -0.624, 0.124, 0.012, -0.035, 0.093, 0.097, 0.097, 0.098, 0.083, 0.095, -0.044, 0.001, -0.625, 0.125, 0.009, -0.031, 0.092, 0.097, 0.097, 0.096, 0.103, 0.088, -0.034, 0.013, -0.624, 0.124, 0.002, -0.043, 0.091, 0.083, 0.101, 0.097, 0.097, 0.092]
}